Record 1
This record from OMol25 describes 10 unconnected molecules or ions with the total composition C57H51F9O. The level of theory is ωB97M-V/def2-TZVPD.

Geometry as XYZ:
```
118
Properties=species:S:1:pos:R:3:lowdin_charge:R:1
F 5.63 6.38 0.25 0.06
C 4.86 5.35 -0.16 -0.27
C 5.44 4.28 -0.89 0.00
C 4.59 3.24 -1.30 -0.08
C 3.22 3.22 -1.04 -0.09
C 2.66 4.29 -0.37 -0.08
C 3.50 5.31 0.10 -0.02
H 6.46 4.26 -1.24 0.11
H 5.01 2.48 -1.94 0.09
H 2.54 2.43 -1.31 0.09
H 1.60 4.31 -0.20 0.09
H 3.07 6.14 0.65 0.10
F -1.26 -4.83 1.78 0.03
C -0.25 -5.66 2.23 -0.24
C -0.63 -6.94 2.68 -0.01
C 0.33 -7.76 3.34 -0.06
C 1.69 -7.33 3.46 -0.09
C 2.08 -6.10 2.94 -0.07
C 1.10 -5.25 2.36 -0.03
H -1.65 -7.29 2.72 0.11
H 0.06 -8.71 3.78 0.10
H 2.39 -7.97 3.98 0.09
H 3.08 -5.69 2.94 0.10
H 1.30 -4.28 1.94 0.08
F -8.61 0.31 2.92 0.07
C -7.33 0.02 3.14 -0.28
C -6.35 0.45 2.19 -0.01
C -5.01 0.15 2.44 -0.07
C -4.65 -0.38 3.70 -0.09
C -5.62 -0.77 4.64 -0.08
C -6.95 -0.59 4.33 -0.03
H -6.77 0.92 1.32 0.11
H -4.25 0.31 1.69 0.09
H -3.61 -0.56 3.94 0.07
H -5.34 -1.20 5.60 0.10
H -7.75 -0.80 5.04 0.11
F 0.52 0.10 5.78 0.06
C -0.62 0.11 6.48 -0.26
C -0.70 -0.52 7.74 -0.02
C -1.84 -0.39 8.57 -0.07
C -2.98 0.21 8.01 -0.10
C -2.99 0.68 6.70 -0.10
C -1.80 0.72 5.93 0.00
H 0.17 -0.98 8.19 0.11
H -1.87 -0.90 9.52 0.10
H -3.89 0.31 8.57 0.10
H -3.90 1.13 6.31 0.10
H -1.71 1.23 4.98 0.10
F 0.63 0.47 -1.50 0.05
C 0.05 0.16 -0.35 -0.29
C 0.16 -1.14 0.17 0.02
C -0.48 -1.42 1.39 -0.07
C -1.16 -0.49 2.08 -0.11
C -1.07 0.81 1.66 -0.07
C -0.56 1.12 0.39 0.00
H 0.68 -1.91 -0.37 0.09
H -0.33 -2.42 1.77 0.09
H -1.59 -0.69 3.05 0.09
H -1.53 1.55 2.29 0.09
H -0.65 2.16 0.14 0.11
F 0.52 -4.78 -2.66 0.05
C 1.83 -4.67 -2.29 -0.25
C 2.11 -4.32 -0.96 -0.03
C 3.40 -4.16 -0.56 -0.08
C 4.41 -4.53 -1.45 -0.10
C 4.18 -4.85 -2.77 -0.08
C 2.85 -4.94 -3.19 -0.02
H 1.29 -4.04 -0.31 0.09
H 3.58 -3.95 0.48 0.11
H 5.40 -4.42 -1.04 0.10
H 5.09 -4.97 -3.34 0.11
H 2.56 -5.27 -4.17 0.12
F -1.89 -3.29 -7.50 0.03
C -1.61 -2.37 -6.51 -0.24
C -2.06 -1.07 -6.57 -0.02
C -1.67 -0.17 -5.60 -0.08
C -0.80 -0.55 -4.60 -0.10
C -0.32 -1.84 -4.57 -0.09
C -0.78 -2.80 -5.45 0.00
H -2.73 -0.73 -7.34 0.12
H -2.13 0.81 -5.56 0.11
H -0.55 0.10 -3.78 0.09
H 0.36 -2.14 -3.78 0.08
H -0.36 -3.79 -5.41 0.11
F 2.15 1.63 -6.69 0.07
C 1.30 2.43 -6.01 -0.28
C 0.50 3.29 -6.72 -0.01
C -0.38 4.14 -6.03 -0.09
C -0.53 4.01 -4.65 -0.09
C 0.29 3.11 -3.93 -0.07
C 1.15 2.28 -4.65 -0.03
H 0.59 3.48 -7.78 0.11
H -0.91 4.92 -6.56 0.10
H -1.28 4.59 -4.15 0.09
H 0.11 2.97 -2.87 0.09
H 1.74 1.54 -4.13 0.09
F -0.43 3.88 2.31 0.06
C -1.30 4.83 1.93 -0.29
C -0.70 6.04 1.61 -0.02
C -1.45 7.10 1.15 -0.08
C -2.81 6.94 1.02 -0.09
C -3.42 5.78 1.50 -0.08
C -2.67 4.70 1.97 -0.01
H 0.37 6.10 1.70 0.11
H -0.98 7.99 0.77 0.11
H -3.43 7.79 0.75 0.10
H -4.50 5.74 1.57 0.10
H -3.20 3.86 2.37 0.11
C 2.77 -1.02 -3.40 -0.02
C 4.12 -0.38 -3.47 -0.50
C 5.20 -0.81 -2.51 -0.01
O 4.30 0.51 -4.27 0.07
H 2.08 -0.71 -4.18 0.07
H 2.27 -0.86 -2.44 0.07
H 2.91 -2.10 -3.49 0.07
H 5.89 0.02 -2.36 0.08
H 5.72 -1.64 -2.99 0.09
H 4.72 -1.07 -1.57 0.08
```

Calculated values
Energy relative to the best compared isomer or geometry (same formula, charge and spin) in kcal per mole: 0.00
Gap between HOMO and LUMO in eV: 9.37
DFT total energy in eV: -86438.763
Structure (SMILES): Fc1ccccc1.Fc1ccccc1.Fc1ccccc1.Fc1ccccc1.Fc1ccccc1.Fc1ccccc1.Fc1ccccc1.Fc1ccccc1.Fc1ccccc1.CC(C)=O


Record 2
This record from OMol25 describes a molecular structure, C57H52CrGeN3OP2. The level of theory is ωB97M-V/def2-TZVPD.

Geometry as XYZ:
```
117
Properties=species:S:1:pos:R:3:lowdin_charge:R:1
Cr -0.40 -0.07 0.18 0.26
C 2.16 -1.94 -0.70 -0.24
P 0.46 -2.47 -0.22 1.09
C -0.10 -3.53 -1.58 -0.34
C 0.55 -3.57 -2.81 -0.07
C 0.04 -4.34 -3.85 -0.09
C -1.13 -5.08 -3.68 -0.09
C -1.80 -5.02 -2.47 -0.08
C -1.30 -4.25 -1.43 -0.11
C 0.79 -3.60 1.20 -0.34
C 0.69 -4.99 1.17 -0.08
C 0.93 -5.74 2.31 -0.09
C 1.26 -5.12 3.51 -0.09
C 1.37 -3.73 3.55 -0.08
C 1.12 -2.98 2.41 -0.10
C 1.99 -0.78 -1.63 -0.42
C 2.62 -0.40 -2.79 -0.08
C 2.02 0.83 -3.19 -0.06
C 1.06 1.12 -2.24 -0.40
C 0.04 2.23 -2.15 -0.23
P -1.46 1.32 -1.59 1.08
C -1.94 0.53 -3.16 -0.33
C -1.45 -0.74 -3.46 -0.07
C -1.69 -1.31 -4.69 -0.06
C -2.42 -0.63 -5.65 -0.08
C -2.91 0.64 -5.37 -0.08
C -2.66 1.23 -4.13 -0.09
C -2.75 2.56 -1.23 -0.36
C -2.40 3.80 -0.69 -0.09
C -3.37 4.68 -0.23 -0.08
C -4.71 4.32 -0.29 -0.09
C -5.07 3.08 -0.82 -0.08
C -4.10 2.21 -1.28 -0.10
N 1.01 0.12 -1.30 -0.09
H 2.76 -2.74 -1.13 0.10
H 2.62 -1.64 0.24 0.06
H 1.44 -2.98 -2.98 0.10
H 0.56 -4.36 -4.81 0.11
H -1.52 -5.68 -4.49 0.10
H -2.72 -5.58 -2.33 0.10
H -1.84 -4.20 -0.49 0.10
H 0.45 -5.49 0.24 0.10
H 0.85 -6.82 2.27 0.10
H 1.45 -5.70 4.40 0.10
H 1.64 -3.23 4.47 0.10
H 1.18 -1.89 2.45 0.08
H 3.43 -0.92 -3.28 0.10
H 2.27 1.43 -4.06 0.09
H -0.12 2.72 -3.11 0.10
H 0.31 2.98 -1.41 0.04
H -0.87 -1.27 -2.72 0.07
H -1.29 -2.30 -4.91 0.09
H -2.61 -1.08 -6.62 0.10
H -3.47 1.19 -6.12 0.10
H -3.03 2.22 -3.93 0.11
H -1.35 4.09 -0.63 0.09
H -3.08 5.64 0.17 0.10
H -5.47 5.00 0.07 0.10
H -6.12 2.80 -0.87 0.10
H -4.38 1.24 -1.69 0.11
C -4.62 -2.99 -1.23 0.02
C -3.55 -2.42 -0.34 -0.54
O -2.75 -1.59 -0.74 0.02
N -3.51 -2.85 0.95 0.08
C -2.57 -2.25 1.87 -0.12
C -2.82 -0.79 2.15 -0.23
C -3.90 -0.43 2.95 -0.02
C -4.14 0.90 3.22 -0.06
C -3.26 1.84 2.71 -0.04
C -2.21 1.40 1.93 -0.12
N -1.99 0.11 1.62 0.03
H -4.60 -4.08 -1.22 0.08
H -4.46 -2.63 -2.24 0.09
H -5.61 -2.67 -0.89 0.09
H -4.28 -3.39 1.30 0.14
H -1.56 -2.34 1.47 0.06
H -2.62 -2.82 2.80 0.14
H -4.54 -1.20 3.36 0.12
H -4.98 1.20 3.83 0.11
H -3.38 2.90 2.88 0.11
H -1.50 2.10 1.51 0.10
C 0.78 0.52 1.50 -0.31
Ge 2.39 1.56 1.43 0.91
C 3.02 1.90 3.26 -0.27
C 4.32 2.38 3.48 -0.10
C 4.77 2.67 4.76 -0.09
C 3.93 2.48 5.86 -0.10
C 2.64 2.01 5.66 -0.10
C 2.19 1.73 4.38 -0.12
C 3.93 0.74 0.56 -0.27
C 4.50 -0.34 1.24 -0.14
C 5.62 -1.00 0.75 -0.09
C 6.19 -0.58 -0.45 -0.09
C 5.64 0.49 -1.14 -0.09
C 4.51 1.14 -0.64 -0.10
C 1.90 3.35 0.78 -0.24
C 1.13 4.12 1.66 -0.11
C 0.66 5.38 1.31 -0.10
C 0.97 5.91 0.07 -0.11
C 1.74 5.17 -0.82 -0.09
C 2.20 3.91 -0.47 -0.12
H 0.41 0.52 2.54 -0.04
H 4.99 2.52 2.64 0.10
H 5.78 3.03 4.91 0.10
H 4.29 2.70 6.86 0.10
H 1.99 1.86 6.51 0.10
H 1.18 1.36 4.25 0.08
H 4.07 -0.67 2.19 0.10
H 6.04 -1.83 1.29 0.10
H 7.07 -1.09 -0.84 0.10
H 6.08 0.82 -2.07 0.10
H 4.09 1.95 -1.22 0.08
H 0.89 3.73 2.65 0.10
H 0.06 5.95 2.02 0.10
H 0.61 6.90 -0.21 0.10
H 1.98 5.58 -1.80 0.10
H 2.75 3.34 -1.20 0.08
```

Calculated values
Spin multiplicity: 2
Gap between HOMO and LUMO (spin up / spin down) in eV: 6.88 / 6.41
DFT total energy in eV: -169985.385


Record 3
This record from OMol25 describes a molecular structure, C57H58AsN2OsP2. The level of theory is ωB97M-V/def2-TZVPD.

Geometry as XYZ:
```
121
Properties=species:S:1:pos:R:3:lowdin_charge:R:1
Os 0.76 0.12 -0.07 1.21
C -1.74 1.24 -1.70 -0.32
C -2.41 2.34 -0.88 -0.33
P -2.45 1.99 0.93 1.08
C -1.14 3.09 1.57 -0.41
C -1.15 4.47 1.36 -0.11
C -0.16 5.27 1.91 -0.09
C 0.84 4.70 2.68 -0.06
C 0.85 3.34 2.92 -0.08
C -0.14 2.54 2.37 -0.14
C -3.99 2.81 1.47 -0.36
C -5.19 2.47 0.84 -0.11
C -6.40 3.00 1.27 -0.08
C -6.43 3.86 2.36 -0.08
C -5.25 4.17 3.02 -0.07
C -4.04 3.65 2.58 -0.09
C -2.21 -0.19 -1.40 -0.34
P -1.42 -0.99 0.06 0.89
C -1.09 -2.72 -0.42 -0.38
C -1.71 -3.35 -1.50 -0.09
C -1.53 -4.71 -1.71 -0.06
C -0.74 -5.45 -0.85 -0.07
C -0.12 -4.83 0.22 -0.08
C -0.28 -3.47 0.43 -0.11
C -2.65 -1.35 1.34 -0.40
C -2.36 -1.17 2.69 -0.11
C -3.30 -1.51 3.65 -0.06
C -4.53 -2.02 3.27 -0.06
C -4.82 -2.20 1.92 -0.06
C -3.88 -1.88 0.95 -0.08
H -0.64 1.37 -1.67 0.04
H -1.95 1.43 -2.76 0.12
H -3.45 2.40 -1.22 0.08
H -1.97 3.32 -1.08 0.08
H -1.94 4.92 0.77 0.12
H -0.17 6.34 1.73 0.11
H 1.61 5.33 3.12 0.11
H 1.62 2.89 3.53 0.11
H -0.15 1.48 2.56 0.07
H -5.20 1.77 0.01 0.09
H -7.31 2.74 0.75 0.11
H -7.37 4.28 2.69 0.11
H -5.27 4.82 3.88 0.11
H -3.14 3.90 3.12 0.10
H -1.96 -0.83 -2.25 0.06
H -3.29 -0.20 -1.28 0.09
H -2.35 -2.80 -2.17 0.10
H -2.02 -5.19 -2.55 0.11
H -0.62 -6.52 -1.01 0.11
H 0.50 -5.41 0.90 0.11
H 0.22 -3.00 1.26 0.09
H -1.41 -0.77 2.99 0.09
H -3.07 -1.38 4.70 0.11
H -5.27 -2.27 4.01 0.11
H -5.78 -2.60 1.62 0.11
H -4.10 -2.06 -0.09 0.11
N 1.58 -0.53 1.24 -0.14
C 2.70 -0.35 2.07 -0.35
C 2.92 -1.28 3.08 -0.03
C 4.00 -1.13 3.92 -0.06
C 4.85 -0.04 3.76 -0.06
C 4.62 0.89 2.76 -0.07
C 3.55 0.74 1.90 -0.06
H 2.24 -2.12 3.17 0.11
H 4.18 -1.85 4.70 0.11
H 5.70 0.08 4.43 0.11
H 5.29 1.73 2.64 0.12
H 3.35 1.45 1.10 0.10
C 2.97 -2.08 -7.98 -0.04
C 3.05 -1.60 -6.56 -0.26
C 4.25 -1.54 -5.88 -0.01
C 4.34 -1.07 -4.57 -0.28
C 5.70 -1.04 -3.92 -0.08
C 3.17 -0.67 -3.90 -0.31
As 3.59 0.08 -2.13 1.39
N 2.01 0.83 -1.33 -0.44
C 1.82 2.19 -1.73 -0.43
C 2.07 2.60 -3.04 -0.08
C 1.87 3.92 -3.41 -0.06
C 1.40 4.85 -2.49 -0.07
C 1.16 4.45 -1.18 -0.07
C 1.37 3.13 -0.80 -0.07
C 3.90 -1.49 -1.01 -0.31
C 3.17 -2.69 -1.04 -0.26
C 2.04 -2.94 -2.00 -0.04
C 3.54 -3.72 -0.18 -0.01
C 4.63 -3.61 0.68 -0.26
C 5.00 -4.74 1.60 -0.04
C 5.36 -2.44 0.66 -0.02
C 5.02 -1.37 -0.17 -0.30
C 5.90 -0.15 -0.12 -0.09
C 1.94 -0.75 -4.57 -0.28
C 0.61 -0.36 -3.96 -0.07
C 1.90 -1.21 -5.88 -0.01
H 3.94 -2.43 -8.33 0.08
H 2.64 -1.28 -8.64 0.09
H 2.26 -2.90 -8.08 0.08
H 5.16 -1.85 -6.38 0.12
H 6.46 -1.37 -4.63 0.08
H 5.75 -1.69 -3.05 0.07
H 5.97 -0.03 -3.60 0.07
H 2.43 1.90 -3.78 0.08
H 2.07 4.22 -4.43 0.11
H 1.24 5.88 -2.78 0.11
H 0.82 5.17 -0.45 0.09
H 1.23 2.84 0.24 0.07
H 1.24 -2.21 -1.87 0.03
H 1.61 -3.93 -1.83 0.07
H 2.38 -2.89 -3.03 0.08
H 2.97 -4.64 -0.20 0.11
H 4.52 -5.67 1.31 0.08
H 4.69 -4.51 2.63 0.08
H 6.08 -4.89 1.62 0.08
H 6.23 -2.34 1.31 0.12
H 6.56 -0.20 0.75 0.08
H 5.34 0.78 -0.06 0.04
H 6.53 -0.08 -1.01 0.08
H 0.60 -0.51 -2.88 0.01
H -0.19 -0.96 -4.40 0.09
H 0.38 0.69 -4.14 0.08
H 0.94 -1.27 -6.38 0.12
```

Calculated values
Energy relative to the best compared isomer or geometry (same formula, charge and spin) in kcal per mole: 0.00
Total charge: +1
Gap between HOMO and LUMO (spin up / spin down) in eV: 6.37 / 6.37
DFT total energy in eV: -144907.895


Record 4
This record from OMol25 describes a molecular structure, C57H62AuGe2N3OS6. The level of theory is ωB97M-V/def2-TZVPD.

Geometry as XYZ:
```
132
Properties=species:S:1:pos:R:3:lowdin_charge:R:1
Au -0.23 0.69 -0.02 0.27
C -5.61 6.27 0.17 -0.05
C -4.44 6.04 1.09 -0.27
C -4.41 4.96 1.97 -0.01
C -3.32 4.72 2.80 -0.22
C -3.33 3.55 3.74 -0.03
C -2.22 5.58 2.73 -0.18
C -2.24 6.69 1.87 -0.24
C -1.05 7.61 1.78 -0.02
C -3.35 6.91 1.07 -0.03
C -1.01 5.36 3.57 -0.22
C -0.99 5.90 4.85 -0.03
C 0.12 5.77 5.66 -0.06
C 1.23 5.08 5.20 -0.03
C 1.23 4.51 3.93 -0.22
C 0.11 4.66 3.09 -0.21
Ge 0.02 3.61 1.42 0.07
S -0.41 1.60 2.21 0.22
S 1.77 3.77 0.01 0.30
Ge 0.18 3.59 -1.59 0.08
S 0.23 1.46 -2.23 0.26
S -1.43 4.24 -0.19 0.32
C 0.22 4.68 -3.24 -0.20
C -0.49 4.26 -4.39 -0.21
C -0.44 5.01 -5.56 -0.03
C 0.29 6.19 -5.62 -0.05
C 0.96 6.62 -4.50 -0.03
C 0.92 5.89 -3.31 -0.22
C 1.64 6.54 -2.17 -0.16
C 2.98 6.27 -1.91 -0.24
C 3.73 5.18 -2.62 -0.04
C 3.65 7.04 -0.95 -0.02
C 3.02 8.06 -0.27 -0.28
C 3.75 8.91 0.74 -0.05
C 1.67 8.29 -0.52 -0.02
C 0.97 7.55 -1.46 -0.20
C -0.49 7.83 -1.72 -0.03
C -1.35 3.04 -4.46 -0.20
C -2.63 3.04 -3.89 -0.21
C -3.21 4.24 -3.19 -0.04
C -3.40 1.88 -3.97 -0.02
C -2.94 0.74 -4.60 -0.27
C -3.76 -0.52 -4.60 -0.05
C -1.70 0.78 -5.21 -0.03
C -0.90 1.91 -5.16 -0.28
C 0.47 1.90 -5.79 -0.05
C 2.44 3.77 3.47 -0.16
C 2.66 2.44 3.85 -0.22
C 1.77 1.72 4.83 -0.07
C 3.77 1.77 3.34 -0.03
C 4.68 2.39 2.50 -0.27
C 5.84 1.64 1.92 -0.05
C 4.49 3.74 2.21 -0.03
C 3.39 4.44 2.68 -0.26
C 3.21 5.89 2.35 -0.04
H -6.46 5.66 0.47 0.07
H -5.35 6.00 -0.85 0.08
H -5.92 7.31 0.18 0.08
H -5.26 4.29 2.01 0.11
H -4.25 2.98 3.63 0.07
H -3.26 3.88 4.78 0.08
H -2.49 2.88 3.55 0.03
H -0.58 7.76 2.75 0.08
H -1.34 8.58 1.38 0.08
H -0.30 7.18 1.12 0.07
H -3.36 7.76 0.40 0.12
H -1.86 6.45 5.20 0.12
H 0.13 6.20 6.66 0.10
H 2.11 4.96 5.82 0.12
H -1.00 4.67 -6.42 0.13
H 0.32 6.76 -6.54 0.11
H 1.52 7.55 -4.51 0.13
H 3.12 4.67 -3.36 0.07
H 4.08 4.43 -1.90 0.06
H 4.62 5.58 -3.12 0.09
H 4.70 6.83 -0.76 0.12
H 4.80 8.61 0.82 0.08
H 3.30 8.82 1.73 0.08
H 3.72 9.96 0.46 0.08
H 1.16 9.09 0.00 0.12
H -0.80 8.73 -1.19 0.08
H -1.11 7.00 -1.36 0.06
H -0.70 7.96 -2.78 0.08
H -2.71 5.17 -3.48 0.08
H -3.13 4.14 -2.11 0.01
H -4.27 4.34 -3.43 0.08
H -4.38 1.88 -3.51 0.12
H -4.79 -0.33 -4.32 0.07
H -3.34 -1.24 -3.89 0.08
H -3.76 -0.99 -5.59 0.08
H -1.33 -0.10 -5.73 0.12
H 0.71 0.90 -6.15 0.07
H 1.23 2.20 -5.06 0.07
H 0.54 2.59 -6.63 0.08
H 0.81 2.22 4.97 0.06
H 2.27 1.67 5.81 0.09
H 1.57 0.71 4.50 0.07
H 3.92 0.73 3.61 0.12
H 5.91 0.63 2.32 0.07
H 6.79 2.15 2.12 0.08
H 5.74 1.56 0.83 0.07
H 5.20 4.26 1.58 0.12
H 4.07 6.26 1.80 0.07
H 3.09 6.49 3.26 0.09
H 2.33 6.05 1.73 0.06
O -1.11 -1.59 0.53 -0.24
N -2.29 -1.41 1.08 -0.23
C -2.75 -2.35 1.94 -0.02
C -3.98 -2.25 2.52 -0.06
C -4.78 -1.14 2.23 -0.07
C -4.30 -0.19 1.37 -0.09
C -3.04 -0.31 0.78 -0.61
S -2.50 0.88 -0.37 0.62
H -2.05 -3.15 2.10 0.13
H -4.30 -3.02 3.21 0.11
H -5.75 -1.03 2.69 0.11
H -4.87 0.70 1.14 0.11
C 3.92 0.65 -2.13 -0.04
N 3.04 -0.49 -2.01 -0.15
C 2.73 -1.32 -3.17 -0.10
C 1.75 -2.35 -2.59 -0.11
N 1.35 -1.70 -1.35 0.04
C 2.16 -0.69 -1.04 -0.78
S 2.05 0.25 0.41 0.63
H 4.92 0.32 -2.40 0.09
H 3.94 1.19 -1.19 0.05
H 3.54 1.33 -2.90 0.09
H 3.63 -1.78 -3.58 0.13
H 2.25 -0.70 -3.93 0.12
H 2.23 -3.31 -2.37 0.12
H 0.89 -2.53 -3.24 0.12
H 0.62 -2.01 -0.71 0.11
```

Calculated values
Energy relative to the best compared isomer or geometry (same formula, charge and spin) in kcal per mole: 5.27
Gap between HOMO and LUMO in eV: 6.43
DFT total energy in eV: -248375.724